The molecule C8F6N2, computed with ωB97M-V/def2-TZVPD.

Element x y z (Å)
F 2.39 2.42 -2.32
F -1.89 -1.35 2.83
F -0.80 -3.26 1.05
F -1.93 1.35 1.90
F 2.07 -0.35 -1.96
F 0.80 -2.45 -0.95
N 0.50 2.65 -0.94
N -0.31 2.14 0.03
C 1.42 1.84 -1.57
C -1.39 -1.01 1.64
C -0.79 -1.94 0.74
C -1.32 0.35 1.33
C 1.29 0.47 -1.38
C 0.10 -1.49 -0.22
C -0.45 0.80 0.27
C 0.31 -0.16 -0.46

Summary:
calculated total energy	-27577.519	eV
gap between HOMO and LUMO	0.2972	Eh
LUMO energy	-1.46	eV
relative energy (zero: lowest compared OMol25 entry of this formula, charge and spin)	62.8	kcal/mol
total charge	0

The molecule C8H10, computed with ωB97M-V/def2-TZVPD.

Element x y z (Å)
C 2.18 0.75 0.05
C 1.14 1.48 -0.28
C 2.02 -0.80 0.13
C 0.64 -1.19 -0.29
C -0.50 -0.86 0.64
C -1.48 -0.33 -0.44
C -0.09 0.11 -0.51
C -2.51 0.64 0.15
H 3.29 1.07 0.33
H 1.01 2.39 -0.62
H 2.71 -1.15 -0.60
H 2.14 -1.26 1.14
H 0.42 -1.92 -0.97
H -0.70 -0.63 1.64
H -1.97 -1.06 -1.04
H -3.44 0.09 0.37
H -2.85 1.47 -0.66
H -2.00 1.22 0.97

Summary:
calculated total energy	-8452.775	eV
gap between HOMO and LUMO	0.3517	Eh
LUMO energy	1.21	eV
relative energy (zero: lowest compared OMol25 entry of this formula, charge and spin)	126.7	kcal/mol
total charge	0

The molecule C8H10, computed with ωB97M-V/def2-TZVPD.

Element x y z (Å)
C -0.18 -1.36 -0.85
C 1.09 -0.94 -0.12
C 1.29 0.60 -0.08
C 0.22 1.51 -0.75
C -1.10 0.89 -0.06
C -1.30 -0.61 -0.13
C -0.78 0.01 1.12
C 0.73 -0.11 1.11
H -0.34 -2.44 -0.72
H -0.13 -1.07 -1.93
H 1.99 -1.61 -0.13
H 2.37 0.90 -0.05
H 0.14 1.33 -1.82
H 0.37 2.53 -0.48
H -1.96 1.58 -0.02
H -2.30 -0.91 -0.29
H -1.33 -0.06 2.06
H 1.43 -0.26 1.96

Summary:
calculated total energy	-8456.396	eV
gap between HOMO and LUMO	0.3822	Eh
LUMO energy	1.10	eV
relative energy (zero: lowest compared OMol25 entry of this formula, charge and spin)	43.2	kcal/mol
total charge	0

The molecule C8H10, computed with ωB97M-V/def2-TZVPD.

Element x y z (Å)
C 2.28 -0.03 -0.05
C 1.21 -1.05 0.35
C -1.12 -0.77 0.26
C -2.41 -0.02 -0.07
C -1.14 0.76 -0.20
C 1.15 1.04 -0.30
C 0.05 1.32 0.45
C 0.06 -1.34 -0.35
H 2.84 -0.21 -0.99
H 2.94 0.27 0.79
H 1.01 -0.90 1.39
H -1.06 -0.82 1.36
H -2.96 -0.17 -0.95
H -3.02 0.10 0.86
H -1.00 0.74 -1.30
H 0.96 1.06 -1.38
H 0.11 1.31 1.56
H 0.11 -1.29 -1.44

Summary:
calculated total energy	-8451.861	eV
gap between HOMO and LUMO	0.3359	Eh
LUMO energy	1.10	eV
relative energy (zero: lowest compared OMol25 entry of this formula, charge and spin)	147.8	kcal/mol
total charge	0

> gap between HOMO and LUMO of number 4 (C8H10)?

0.3359 Eh